No. 1
10
Properties=species:S:1:pos:R:3:forces:R:3 method="wB97M-V/def2-TZVPD" gap_ev="8.984 / 8.978" e_lumo_ev="-1.47 / -1.47" e_homo_ha="-0.384 / -0.384" e_tot_ev=-10434.545 relative_energy_kcal_mol=161.3
C 0.068 -0.429 -0.188 0.173 -3.684 -0.076
C -0.968 0.571 -0.024 0.021 5.206 -1.134
N -1.696 0.873 1.261 0.787 0.778 3.421
O -1.249 0.409 2.306 0.822 -1.129 -1.067
O -2.580 1.695 1.338 -0.258 -0.208 -2.048
F -1.934 0.665 -0.928 0.381 -0.353 -0.529
H -0.016 -1.090 -1.177 -0.453 1.470 2.224
H -0.016 -1.095 0.755 0.546 0.761 -1.593
H 1.042 0.019 -0.278 0.198 0.011 0.423
H 0.059 2.186 -0.152 -2.216 -2.852 0.380

=====

No. 2
46
Properties=species:S:1:pos:R:3:forces:R:3 method="wB97M-V/def2-TZVPD" gap_ev=6.334 e_lumo_ev=-0.47 e_homo_ha=-0.250 e_tot_ev=-44349.209
C 1.947 -3.506 -2.875 0.015 -0.576 -0.010
N 0.866 -3.461 -3.862 -0.042 0.487 -0.011
S 1.397 -4.254 -5.278 0.109 -0.050 0.008
C 0.300 -2.075 -3.977 -0.200 0.188 -0.716
C 1.325 -0.954 -3.806 -0.159 0.193 -0.207
Cl -0.400 -1.819 -5.632 0.076 -0.248 0.079
C -0.886 -1.931 -2.957 -1.420 -0.079 0.066
O -0.521 -1.630 -1.787 0.441 0.109 0.286
O -2.048 -2.109 -3.369 1.101 0.041 0.379
H 2.006 -4.507 -2.456 -0.124 -0.175 0.077
H 1.761 -2.812 -2.065 -0.137 0.165 0.048
H 2.919 -3.326 -3.338 0.190 0.316 0.108
H 0.332 -5.039 -5.492 -0.093 0.010 0.063
H 1.366 -0.643 -2.770 0.207 -0.162 0.194
H 0.979 -0.105 -4.383 -0.069 0.218 -0.006
H 2.304 -1.210 -4.198 0.168 -0.162 0.021
C 1.865 0.009 0.054 0.059 0.061 -0.065
C 0.783 1.016 -0.316 -0.078 -0.163 -0.184
C 0.639 2.198 0.632 0.121 -0.038 -0.218
C 0.427 1.877 2.101 -0.019 0.323 -0.106
N -0.849 1.142 2.474 -0.072 -0.332 0.288
C -0.973 1.182 3.984 0.007 0.236 0.034
C -1.708 2.472 4.282 0.006 0.080 -0.028
C -2.745 2.545 3.161 -0.040 0.035 0.014
C -2.100 1.833 1.964 -0.176 0.090 0.058
C -0.824 -0.299 2.048 -0.084 0.074 -0.130
H 1.770 -0.367 1.074 0.034 -0.036 -0.016
H 1.802 -0.848 -0.616 -0.061 0.005 0.041
H 2.859 0.451 -0.046 0.005 0.002 0.057
H -0.175 0.510 -0.435 0.093 -0.074 -0.270
H 1.012 1.403 -1.310 -0.072 0.056 -0.013
H -0.147 2.861 0.264 -0.005 0.016 0.049
H 1.548 2.805 0.583 0.035 -0.031 0.205
H 0.405 2.817 2.654 -0.090 -0.053 0.088
H 1.246 1.283 2.504 -0.046 -0.112 -0.049
H -1.563 0.321 4.288 0.004 -0.035 -0.023
H 0.021 1.117 4.419 0.012 -0.099 -0.007
H -1.030 3.325 4.249 0.002 -0.001 0.005
H -2.165 2.459 5.269 0.034 -0.041 0.025
H -3.014 3.572 2.923 0.005 -0.004 -0.054
H -3.662 2.034 3.447 0.029 -0.039 0.039
H -1.832 2.520 1.171 0.083 -0.081 -0.051
H -2.753 1.069 1.551 0.052 -0.017 -0.096
H 0.087 -0.755 2.424 0.009 -0.028 -0.012
H -0.882 -0.379 0.968 0.099 -0.095 -0.001
H -1.692 -0.791 2.479 -0.009 0.025 0.042